[1]
The following is a quantum chemistry calculation of a molecular structure, C18H18Cl3IrN2O7S3Se in a non-equilibrium geometry, from the Open Molecules 2025 dataset.

Its HOMO energy (alpha / beta) is -3.177 / -2.849 eV. As for the spin multiplicity: 2. Its charge is -1. Its total energy is -6413.37436 Eh. The expectation value of S² is 0.767.

Geometry as XYZ:
```
53
Properties=species:S:1:pos:R:3:forces:R:3:lowdin_charge:R:1
Ir -0.203426 -0.850861 0.274851 1.70 -2.37 4.31 1.1269
C -3.597202 -1.767004 1.632261 -0.45 0.40 0.19 -0.0876
C -2.348022 -1.898394 2.437001 0.32 0.40 -0.76 -0.6149
N -1.118342 -1.595599 2.040533 -1.54 -1.09 2.95 -0.1104
C -0.233563 -1.843182 3.070937 0.09 -0.10 0.06 -0.3350
C -0.771376 -2.325269 4.222592 0.09 0.05 -0.03 -0.3386
S -2.459443 -2.486955 4.043375 0.25 0.09 -0.13 1.0830
C 1.172845 -1.561091 2.804389 -0.27 0.05 -0.35 -0.3068
C 2.203045 -1.729424 3.669555 -0.08 0.03 0.02 -0.3509
S 3.659883 -1.265659 2.933815 -0.09 -0.06 -0.23 1.0804
C 2.828354 -0.862167 1.493265 -1.21 -0.24 -0.11 -0.5797
N 1.498185 -1.061641 1.531164 1.98 0.79 1.32 -0.0868
C 3.630555 -0.345389 0.359688 0.62 0.09 0.10 -0.1607
H -3.376720 -1.380697 0.645298 0.04 -0.02 0.07 0.0575
H -4.296429 -1.078316 2.117588 0.03 -0.13 0.18 0.0799
H -4.082968 -2.737337 1.513504 0.11 0.00 0.05 0.0887
H -0.277475 -2.587651 5.143722 0.07 0.01 -0.07 0.0699
H 2.180324 -2.094008 4.682678 -0.13 -0.02 -0.05 0.0749
H 4.695138 -0.288294 0.605848 -0.09 -0.17 0.21 0.0783
H 3.294294 0.648571 0.085691 0.19 0.01 0.11 0.0556
H 3.518206 -0.997508 -0.505113 0.13 -0.06 0.08 0.0673
Cl -2.639868 5.988930 0.572614 -0.06 0.30 0.09 0.6226
C -2.247454 4.363263 0.113155 -0.03 -0.28 -0.29 -0.7035
C -1.527073 3.557895 0.982052 0.15 -0.32 0.05 -0.1330
C -1.236992 2.272552 0.576026 -0.23 0.78 0.05 -0.5140
Cl -0.353183 1.154026 1.555805 -0.36 2.30 1.03 0.8354
C -1.620115 1.704757 -0.665550 -0.21 -1.04 0.77 -0.5120
O -1.270294 0.494044 -0.899758 -3.92 2.50 -1.12 -0.3674
C -2.348486 2.575704 -1.500193 -0.19 0.60 -0.07 -0.5705
Cl -2.905665 2.062401 -3.065318 0.08 -0.24 0.06 0.6969
C -2.657741 3.879603 -1.120911 0.18 -0.19 0.21 -0.1464
H -1.198490 3.913787 1.948981 -0.05 0.07 -0.02 0.1026
H -3.219651 4.512460 -1.794771 0.01 -0.03 0.02 0.0964
O 0.195039 -3.882402 -0.556958 -0.25 -0.51 0.35 -0.2579
Se -1.429797 -3.634676 -0.251978 -5.46 -1.11 1.07 1.0471
O -2.164971 -4.458550 -1.436747 0.04 0.57 0.45 -0.4616
O -1.847581 -1.869893 -0.429480 -0.98 -3.83 -1.19 -0.5690
O -1.814397 -4.341827 1.271275 1.00 1.95 -2.67 -0.4745
O 0.486801 -2.489784 -0.308699 4.57 -2.90 1.15 -0.5847
O 1.190829 -1.424569 -1.840094 2.26 2.81 -3.08 -0.4948
S 1.591237 -0.026569 -1.444808 -1.11 0.55 -2.52 0.8559
C 2.958786 0.485374 -2.620949 0.39 -0.08 -0.06 -0.3040
C 2.525918 1.742667 -3.339467 0.42 0.21 -0.28 -0.2682
C 1.056289 1.563756 -3.602043 -0.08 0.24 0.02 -0.2342
C 0.446486 1.162856 -2.269371 1.71 0.40 -1.68 -0.3155
H 3.108480 -0.337024 -3.324947 -0.10 -0.09 0.16 0.0959
H 3.875246 0.640037 -2.049475 0.06 -0.12 -0.04 0.0641
H 3.092091 1.893248 -4.264337 0.10 0.04 0.08 0.1053
H 2.692192 2.619417 -2.702846 -0.04 0.00 -0.04 0.1109
H 0.899842 0.771297 -4.340953 -0.02 0.01 0.06 0.1211
H 0.600500 2.479751 -3.989422 -0.10 -0.07 0.00 0.1107
H -0.515255 0.707632 -2.392718 0.28 -0.21 -0.42 0.0578
H 0.361440 2.027719 -1.610773 0.18 0.04 -0.08 0.0973
```
Forces are in eV/Å.


[2]
The following is a quantum chemistry calculation of 2 unconnected molecules or ions with the total composition C12H18P in a non-equilibrium geometry, from the Open Molecules 2025 dataset.

Its HOMO energy (alpha / beta) is -11.610 / -11.614 eV. Its charge is +1. Its total energy is -809.02848 Eh.

Geometry as XYZ:
```
31
Properties=species:S:1:pos:R:3:forces:R:3:lowdin_charge:R:1
C 3.693989 -1.015366 0.060736 -3.70 2.64 -1.34 -0.0034
C 3.238638 -0.731846 -1.239575 -0.07 -0.30 0.60 -0.0423
C 2.933128 -0.510044 1.139444 1.30 -2.60 1.18 -0.0593
C 2.094072 -0.006329 -1.455339 0.01 1.30 2.36 -0.0073
C 1.812208 0.252181 0.967360 -1.28 0.43 1.68 -0.0448
C 1.389090 0.562932 -0.329984 1.45 -0.81 -1.63 -0.2869
C -1.196082 3.332796 -0.355171 1.29 -0.47 4.02 0.0849
C -0.436739 2.290335 0.157592 -0.52 2.18 -3.84 -0.2087
C -1.517839 -1.110468 1.873517 -2.47 0.96 -1.30 -0.1996
C -3.133283 -0.113744 -0.277328 -5.13 -1.14 -0.76 -0.3056
C -0.975604 -1.978256 -0.784258 -2.40 0.42 -1.87 -0.2570
C 0.311476 1.384749 -0.704666 -2.61 0.51 1.00 -0.0399
P -1.489705 -0.495412 0.067570 2.33 -0.45 1.44 0.8808
H 4.548212 -1.537206 0.175912 2.59 -1.80 0.67 0.0774
H 3.697376 -1.079767 -2.132397 0.87 -0.44 -0.31 0.1075
H 3.177105 -1.021568 2.130741 -0.29 1.50 -1.13 0.1434
H 1.866238 0.337379 -2.437941 -0.46 -0.12 -0.61 0.1128
H 1.217236 0.531388 1.918399 0.94 -0.27 -1.86 0.1498
H -1.439370 4.146913 0.444425 -0.04 -1.54 -1.92 0.1140
H -1.538828 3.409481 -1.354320 -0.02 0.20 -0.83 0.0541
H -0.209347 2.282380 1.156047 0.43 -0.02 2.42 0.0681
H -2.599418 -1.523530 2.129421 2.56 0.20 -0.63 0.1053
H -1.411772 -0.238718 2.498891 0.23 0.24 0.42 0.0199
H -0.643290 -1.726802 1.910842 0.05 -0.78 0.61 0.0212
H -3.627698 0.004624 0.711560 0.31 0.34 -0.48 0.0508
H -3.881579 -0.929857 -0.743076 2.13 1.26 0.81 0.1223
H -3.403641 0.772454 -0.866897 0.68 -0.01 0.18 0.0447
H -0.750004 -1.636783 -1.835583 -0.72 -1.02 0.73 0.0748
H -1.754308 -2.760003 -0.597000 0.02 0.71 -1.07 0.0795
H -0.168832 -2.517799 -0.461293 2.71 -0.52 1.25 0.0089
H 0.198574 1.625894 -1.767620 -0.16 -0.60 0.21 0.1348
```
Forces are in eV/Å.


[3]
The following is a quantum chemistry calculation of a molecular structure, C13H10N2O8SeTi in a non-equilibrium geometry, from the Open Molecules 2025 dataset.

Its HOMO energy is -8.527 eV. Its charge is 0. Its total energy is -4463.73336 Eh.

Geometry as XYZ:
```
35
Properties=species:S:1:pos:R:3:forces:R:3:lowdin_charge:R:1
Ti -0.239523 0.873879 0.395116 -0.17 0.21 0.64 1.1279
O 6.524374 -1.121178 0.996619 -0.22 -0.19 -0.08 0.0412
C 5.757553 -0.208236 1.263992 0.47 0.37 0.08 -0.7297
O 5.895812 0.893274 1.841328 -0.05 0.04 0.08 0.0423
C 4.310077 -0.187321 0.871295 -0.29 -0.38 -0.04 -0.0484
C 3.891818 0.313895 -0.372248 -0.02 0.00 -0.05 0.0420
C 2.561545 0.470708 -0.643224 -0.05 -0.12 0.10 -0.0612
N 1.608294 0.133504 0.264581 0.26 -0.03 0.17 -0.0489
C 2.004251 -0.389861 1.467480 0.03 -0.22 -0.09 -0.1592
C 3.310422 -0.585599 1.788483 0.00 0.09 -0.01 0.1023
C 0.860629 -0.712579 2.392060 -0.41 0.07 -0.38 -0.4556
O 0.930856 -1.221795 3.460582 0.06 0.03 -0.08 0.1845
O -0.332292 -0.306586 1.816392 0.63 -0.07 0.27 -0.1584
H 4.626183 0.579968 -1.118602 0.01 0.02 -0.01 0.1377
H 2.201378 0.847271 -1.593213 0.01 0.06 0.08 0.1251
H 3.568243 -1.016930 2.746034 0.01 0.03 0.01 0.1529
O -2.043296 3.637520 -0.616630 0.83 -0.20 -0.02 -0.3882
Se -0.480332 3.251362 -0.689200 0.05 0.57 -0.61 1.0016
O -0.355452 1.628467 -1.346905 -0.09 0.64 0.20 -0.4647
O -0.018969 2.623995 0.910743 -0.42 -0.09 -0.62 -0.4153
O 0.631798 4.225775 -1.296378 -0.66 -0.63 0.46 -0.3440
N -2.419019 0.798702 0.430539 0.00 -0.12 -0.21 0.0279
C -2.892618 -0.310962 -0.396396 0.01 0.09 0.15 -0.2703
C -1.967270 -1.149359 -0.991535 0.06 -0.15 -0.10 -0.0442
C -2.393420 -2.203409 -1.787056 -0.07 0.02 0.03 -0.0482
C -3.750859 -2.416540 -1.973932 0.04 0.01 0.00 -0.0637
C -4.675935 -1.578317 -1.367942 0.03 0.05 0.04 -0.0576
C -4.248712 -0.522100 -0.576813 -0.03 -0.04 -0.08 -0.0146
H -2.764094 0.702626 1.384084 0.06 -0.02 -0.01 0.1366
H -2.762767 1.692415 0.060630 0.02 -0.06 0.06 0.0925
H -0.887091 -1.044118 -0.866063 -0.07 0.04 0.04 0.0940
H -1.664346 -2.854150 -2.248809 0.00 -0.01 -0.01 0.1168
H -4.088685 -3.237769 -2.590044 0.00 -0.02 -0.01 0.1115
H -5.734049 -1.745154 -1.510433 -0.03 0.00 0.00 0.1122
H -4.964487 0.138602 -0.104534 -0.02 0.01 0.00 0.1232
```
Forces are in eV/Å.


Summary of energy above the lowest of the compared OMol25 structures with the same formula, charge and spin in kcal per mole
242.3 12.8 0.0
(order as listed above)